[1]
The following is a DFT calculation (ωB97M-V with the def2-TZVPD basis set) of the ion C3H3OS2 with charge -1.

The calculation puts the energy above the lowest of the compared OMol25 structures with the same formula, charge and spin at 9.06 kcal per mole. The total charge is -1. The energy comes out at -987.7710 a.u. The HOMO energy comes out at -3.83 eV. Its structure (SMILES) is C=CSC([O-])=S. The value obtained for the frontier orbital gap is 7.53 eV.

Each line ends with the Löwdin charge.
Cartesian coordinates (Å):
C1 1.620143 -0.441272 1.128249  -0.152
C2 0.424261 -0.193249 0.579347  -0.569
S1 0.131210 1.002224 -0.710568  0.708
C3 -1.613946 0.439447 -1.325622  -1.341
O1 -2.088994 -0.553936 -0.811809  -0.157
S2 -2.058269 1.442568 -2.579227  0.366
H1 1.540530 -1.022139 2.032484  0.013
H2 2.670190 -0.143366 0.795510  0.060
H3 -0.625126 -0.530278 0.891637  0.073

Forces on atoms 1 to 3 (eV/Å):
C 0.2540 -0.2578 0.0916
C -1.1189 1.3725 -0.8310
S -0.0665 -0.8167 0.2461



[2]
The following is a DFT calculation (ωB97M-V with the def2-TZVPD basis set) of a cluster of 2 separate species, C2H6O in total.

The calculation puts the energy above the lowest of the compared OMol25 structures with the same formula, charge and spin at 18.22 kcal per mole. The total charge is 0. The energy comes out at -154.9968 a.u. The HOMO energy comes out at -10.18 eV. Its structure (SMILES) is C=C.O. The value obtained for the frontier orbital gap is 10.89 eV.

Each line ends with the Löwdin charge.
Cartesian coordinates (Å):
C1 -1.014268 -1.012975 -0.188775  -0.090
C2 -2.228018 -1.288335 -0.699375  -0.087
H1 -0.483348 -0.068865 -0.356065  0.044
H2 -0.518278 -1.774845 0.423395  0.043
H3 -2.804667 -0.500015 -1.196605  0.044
H4 -2.693107 -2.276065 -0.602995  0.046
O1 3.527511 2.488784 0.651355  -0.091
H5 3.383981 1.522084 0.766015  0.045
H6 2.830191 2.910233 1.203054  0.046

Forces on atoms 1 to 3 (eV/Å):
C -0.7810 -0.6384 -0.1982
C 0.7254 0.6145 0.3428
H -0.4317 -0.3074 0.2056



[3]
The following is a DFT calculation (ωB97M-V with the def2-TZVPD basis set) of the ion C6H13N4 with charge +1.

The calculation puts the energy above the lowest of the compared OMol25 structures with the same formula, charge and spin at 51.56 kcal per mole. The total charge is +1. The energy comes out at -455.1283 a.u. The HOMO energy comes out at -12.27 eV. Its structure (SMILES) is C/C=C1/NC=N[C@@H](CN)[NH2+]1. The value obtained for the frontier orbital gap is 9.39 eV.

Each line ends with the Löwdin charge.
Cartesian coordinates (Å):
C1 2.768910 -0.937330 -0.566665  -0.053
C2 1.606400 -1.647510 0.034216  -0.059
C3 0.364041 -1.196535 -0.032822  -0.263
N1 -0.654879 -2.039595 0.488376  0.078
C4 -1.969746 -1.803765 0.317866  -0.188
N2 -2.392737 -0.906452 -0.468977  0.068
C5 -1.659113 0.226905 -0.741604  -0.242
C6 -2.055837 1.331409 0.289664  -0.159
N3 -0.894616 2.108633 0.714257  0.045
N4 -0.090683 0.037307 -0.482873  0.142
H1 3.325254 -0.488875 0.220264  0.069
H2 2.254622 -0.136846 -1.094905  0.056
H3 3.592629 -1.484873 -1.194285  0.138
H4 1.692933 -2.607806 0.327938  0.082
H5 -0.330509 -3.027719 0.806556  0.205
H6 -2.584544 -2.650111 0.812552  0.170
H7 -1.776479 0.471365 -1.843086  0.175
H8 -2.644768 0.789555 0.979668  0.111
H9 -2.791788 1.917277 -0.292514  0.138
H10 -0.992701 2.070023 1.738371  0.131
H11 -0.908646 2.980749 0.273758  0.090
H12 -0.009944 0.900103 0.140118  0.119
H13 0.401460 0.317635 -1.297020  0.149

Forces on atoms 1 to 3 (eV/Å):
C 0.5820 -0.3090 -0.7755
C 0.3172 2.2803 -2.2397
C -0.2094 -2.8462 1.6764



[4]
The following is a DFT calculation (ωB97M-V with the def2-TZVPD basis set) of the molecule C3H4Cl2.

The calculation puts the energy above the lowest of the compared OMol25 structures with the same formula, charge and spin at 12.12 kcal per mole. The total charge is 0. The energy comes out at -1037.0524 a.u. The HOMO energy comes out at -9.33 eV. Its structure (SMILES) is C/C(Cl)=C/Cl. The value obtained for the frontier orbital gap is 10.16 eV.

Each line ends with the Löwdin charge.
Cartesian coordinates (Å):
C1 -1.907253 1.251229 -0.011854  -0.152
C2 -0.669365 0.417679 0.084435  -0.832
Cl1 -0.895502 -1.325594 -0.010712  0.624
C3 0.529354 1.053164 0.027901  -0.542
Cl2 1.954467 -0.016527 -0.003504  0.514
H1 -1.624073 2.215144 -0.482830  0.074
H2 -2.354182 1.388439 1.081390  0.126
H3 -2.576020 0.738715 -0.771421  0.084
H4 0.835459 2.141338 -0.188357  0.105

Forces on atoms 1 to 3 (eV/Å):
C -1.0315 -0.2266 0.6799
C 1.1077 1.5401 -0.7503
Cl 0.2856 1.0614 0.4107